[1]
ORCA calculation (ωB97M-V with the def2-TZVPD basis set) on a single C8H12N2O2S molecule in a non-equilibrium geometry.

Last column: Löwdin charge in e.
Positions of all 25 atoms, in Å:
S1 -1.749460 -1.660645 1.202100  0.906
O1 1.503528 1.692162 -1.752196  0.023
O2 -0.045359 2.767766 -0.738092  0.130
N1 -2.948376 -0.505589 0.665107  -0.420
N2 0.769083 1.935373 -0.740231  -0.355
C1 1.330122 -1.193862 -1.570663  -0.041
C2 -3.721887 -1.046018 -0.442843  -0.195
C3 1.817672 0.093712 0.253065  -0.015
C4 0.332672 -1.738686 -0.515922  -0.177
C5 2.329086 -0.388629 -1.066100  -0.043
C6 1.100650 1.207742 0.388403  -0.251
C7 -0.698434 -1.090969 -0.045885  -0.496
C8 0.310334 1.478683 1.638859  -0.016
H1 0.103905 0.475938 2.057512  0.069
H2 -2.926430 -1.421041 -1.205211  0.100
H3 0.537406 -2.746437 -0.276629  0.095
H4 -4.313801 -0.283733 -0.840178  0.056
H5 0.737951 2.105170 2.443881  0.091
H6 1.302998 -1.812562 -2.436806  0.087
H7 -0.981872 -0.143947 -0.400968  0.070
H8 -3.491628 -0.238501 1.459894  0.049
H9 3.193609 -0.084096 -1.551064  0.090
H10 -0.600558 2.021642 1.417759  0.076
H11 -4.272560 -1.948570 -0.271979  0.057
H12 2.077082 -0.455714 1.074121  0.111

Forces on the atoms, in the same order (eV/Å):
-0.82 0.73 -0.11
-1.45 1.02 1.08
-3.17 2.49 0.31
0.18 -0.95 0.45
4.62 -1.26 -3.76
1.13 -0.47 2.99
2.83 -1.44 -0.98
1.39 2.47 -2.56
1.25 0.64 -2.54
-4.50 -2.25 -0.01
0.01 -1.04 2.84
0.24 -1.09 0.47
0.04 -0.18 0.78
-0.25 0.73 0.07
-1.43 1.05 0.85
0.09 -1.08 0.56
-0.99 1.11 -0.85
0.52 -0.35 -0.60
0.54 0.13 -0.97
-0.24 1.19 -0.25
-0.55 0.15 0.39
1.35 0.61 -0.70
-0.37 -0.37 -0.28
-0.69 -0.45 0.63
0.25 -1.39 2.22

Computed properties:
- HOMO level: -8.19 eV
- Electronic energy: -26393.906 eV
- Energy above the lowest of the compared OMol25 structures with the same formula, charge and spin: 7.8830 eV
- SMILES: CNS/C=C/C=C\C=C(\C)[N+](=O)[O-]
- Gap between HOMO and LUMO: 0.2899 Ha

=====

[2]
ORCA calculation (ωB97M-V with the def2-TZVPD basis set) on 2 unconnected molecules or ions with the total composition C6H13NO in a non-equilibrium geometry.

Last column: Löwdin charge in e.
Positions of all 21 atoms, in Å:
O1 1.766685 0.991308 1.218404  -0.025
N1 -0.523926 1.293929 0.413109  -0.005
C1 0.681747 -1.464145 -2.119202  -0.091
C2 -1.037685 -1.554486 -0.194666  -0.064
C3 0.284910 -0.809547 -0.786467  -0.362
C4 0.088719 1.951970 2.634743  0.156
C5 0.618833 1.384061 1.474373  -0.609
C6 -0.134250 0.708997 -0.904739  -0.185
H1 0.658253 1.967475 3.527934  0.051
H2 -0.004926 -1.223636 -2.964188  0.088
H3 0.043953 -0.306282 2.496400  0.285
H4 -0.734486 2.652443 2.543176  0.072
H5 -1.551422 -0.892727 0.375042  0.003
H6 -1.607266 -1.910502 -1.058254  0.066
H7 0.812585 -2.504578 -2.041101  0.053
H8 -1.022073 0.724627 -1.481955  0.099
H9 0.693933 1.211528 -1.402527  0.111
H10 1.618130 -1.022165 -2.479320  0.074
H11 1.120660 -0.831706 -0.069023  0.108
H12 -0.713245 -2.513491 0.288020  0.082
H13 -1.059128 2.146928 0.530240  0.091

Forces on the atoms, in the same order (eV/Å):
-1.72 1.07 0.50
3.52 -0.26 1.72
0.04 2.66 -0.62
3.98 -2.54 -2.67
-2.27 0.02 1.00
-0.60 -1.53 1.48
0.20 -2.03 -5.21
0.76 -0.65 1.05
0.60 0.16 0.54
-0.06 -0.34 0.78
-0.57 2.40 0.80
-0.38 -0.58 0.24
-1.69 1.59 2.04
-0.27 0.38 0.06
0.06 -1.35 0.18
-0.80 0.26 -0.95
-0.09 0.47 0.01
0.17 -0.21 0.19
-0.34 -0.30 -0.27
-0.43 1.01 0.15
-0.13 -0.25 -1.03

Computed properties:
- HOMO level: -8.92 eV
- Electronic energy: -9964.712 eV
- Energy above the lowest of the compared OMol25 structures with the same formula, charge and spin: 6.4626 eV
- Gap between HOMO and LUMO: 0.2464 Ha

=====

[3]
ORCA calculation (ωB97M-V with the def2-TZVPD basis set) on a molecular structure, C28H27NO7Se2Te2V in a non-equilibrium geometry.

Last column: Löwdin charge in e.
Positions of all 68 atoms, in Å:
Te1 4.470090 1.362645 -4.058906  -0.021
Te2 4.172397 -2.274619 -2.324280  0.049
Se1 2.124833 1.024996 -3.206257  -0.032
Se2 1.967464 -1.103331 -2.152397  -0.022
V1 0.395959 0.462002 -1.885616  0.307
O1 -0.118221 -1.714364 -0.032935  -0.264
O2 0.810116 2.556270 1.462735  0.073
O3 3.466981 1.212598 -0.294768  -0.058
O4 0.897855 1.129134 -0.257440  -0.177
O5 -0.701278 -3.175886 -2.688381  -0.207
O6 -0.894618 -0.058771 -3.037834  -0.143
O7 -0.865940 2.043864 -2.342643  -0.032
N1 -3.282260 -0.397806 -1.407130  0.118
C1 -2.927915 0.781421 -1.995405  -0.220
C2 -1.410282 -3.280126 -1.480005  -0.226
C3 -7.289834 -1.012682 -0.317744  -0.156
C4 -0.472593 -3.076942 -0.319964  -0.184
C5 3.208493 4.042427 1.660082  -0.006
C6 -6.925854 0.170115 -0.969868  -0.088
C7 -1.508322 -3.438090 -3.800249  -0.120
C8 -1.526430 0.960756 -2.464325  -0.553
C9 2.985600 -2.040379 2.206952  -0.070
C10 2.904619 0.347792 1.905539  -0.133
C11 4.010272 5.059780 2.177172  -0.086
C12 -4.585618 -0.554065 -1.051728  -0.238
C13 3.105705 -0.921340 1.384973  -0.024
C14 -5.597935 0.430626 -1.331841  -0.185
C15 1.424068 1.832094 0.701051  -0.498
C16 5.812657 3.506806 2.479822  -0.094
C17 2.451510 -0.622412 4.070958  -0.096
C18 2.928551 1.565361 0.947651  -0.326
C19 2.571719 0.494917 3.254518  -0.025
C20 3.702304 2.745977 1.552603  -0.117
C21 -6.310238 -1.953397 -0.014586  -0.147
C22 5.014365 2.494401 1.962562  -0.030
C23 -3.834070 1.809518 -2.265390  -0.047
C24 -0.896253 -1.179514 1.044455  -0.075
C25 -5.173097 1.642384 -1.970364  -0.065
C26 2.657134 -1.896477 3.545681  -0.111
C27 5.308734 4.798074 2.591843  -0.116
C28 -4.982316 -1.733552 -0.374486  -0.054
H1 -2.298426 -2.687425 -3.906334  0.090
H2 2.186533 -0.499287 5.114661  0.090
H3 6.828217 3.284913 2.795744  0.094
H4 -5.901984 2.409302 -2.208228  0.085
H5 -0.897059 -1.872248 1.894054  0.084
H6 -1.979015 -4.432920 -3.727596  0.080
H7 -0.940769 -3.499296 0.575397  0.115
H8 2.548620 -2.770592 4.178956  0.088
H9 3.610870 6.065740 2.250867  0.095
H10 -1.842032 -4.293771 -1.403557  0.124
H11 3.146142 -3.026650 1.785188  0.102
H12 -0.867078 -3.406606 -4.676997  0.087
H13 -6.578393 -2.865745 0.511668  0.081
H14 -3.466832 2.715075 -2.729611  0.106
H15 2.381386 1.488267 3.646532  0.120
H16 -7.680019 0.916402 -1.209208  0.090
H17 -2.207584 -2.537859 -1.436030  0.094
H18 -8.325469 -1.191692 -0.046663  0.074
H19 4.417184 1.171682 -0.282155  0.097
H20 -1.915740 -0.969577 0.726797  0.075
H21 -4.222356 -2.472832 -0.147378  0.085
H22 2.195237 4.251927 1.353917  0.107
H23 5.924727 5.592816 3.001584  0.089
H24 -0.413416 -0.257554 1.354587  0.079
H25 3.341027 -1.036627 0.334232  0.016
H26 5.411528 1.485359 1.880337  0.124
H27 0.456331 -3.601018 -0.534832  0.125

Forces on the atoms, in the same order (eV/Å):
-0.08 0.21 0.33
-0.11 0.02 0.25
2.13 1.19 -2.75
2.32 -3.16 -0.82
0.58 0.96 2.58
-0.66 -0.33 0.19
-0.15 -0.06 0.04
-0.48 0.10 -0.35
0.57 1.15 2.32
0.23 -0.18 0.01
-2.13 -0.04 0.10
-0.54 -0.75 0.03
-0.15 0.03 -0.13
0.59 0.10 -0.26
-0.10 0.10 0.03
0.03 0.14 -0.06
0.21 0.40 0.16
0.18 0.11 0.02
0.12 -0.13 0.01
-0.10 0.11 0.00
-2.84 0.39 -1.21
0.05 0.06 -0.07
-0.04 0.23 0.01
-0.02 -0.14 -0.07
0.20 0.15 -0.12
0.01 -0.13 0.10
-0.04 -0.12 0.08
-0.57 -0.29 -0.39
-0.02 -0.06 -0.05
0.02 0.08 -0.13
-0.06 -0.24 0.31
0.02 -0.05 -0.09
-0.01 -0.18 0.01
0.23 0.09 -0.07
-0.02 0.08 0.05
-0.27 -0.03 0.23
0.36 -0.01 -0.16
0.27 0.01 -0.04
-0.01 0.09 0.02
-0.02 -0.04 0.01
-0.26 0.01 0.01
-0.04 0.04 0.02
-0.01 0.00 0.00
-0.10 0.02 -0.04
0.01 -0.01 0.01
0.01 -0.02 -0.03
0.05 0.04 -0.01
0.11 -0.12 0.01
0.02 0.03 -0.01
0.01 -0.05 0.00
-0.04 0.03 0.07
-0.02 0.06 -0.03
0.03 0.00 -0.08
0.02 0.05 -0.06
0.01 0.06 0.00
0.02 -0.04 0.01
0.03 -0.04 0.04
-0.21 0.12 -0.07
0.05 0.02 -0.01
0.66 -0.02 0.07
-0.18 -0.01 -0.08
0.01 0.05 -0.01
0.02 0.00 0.01
-0.04 -0.06 -0.04
0.00 0.10 -0.03
0.01 -0.04 0.07
-0.04 0.07 0.05
0.18 -0.11 0.04

Computed properties:
- HOMO level (spin up / spin down): -0.13 / -1.46 eV
- Electronic energy: -216263.889 eV
- Net charge: -2
- <S²>: 3.84
- Gap between HOMO and LUMO (spin up / spin down): 0.1472 / 0.1969 Ha
- Spin multiplicity: 4